134
Properties=species:S:1:pos:R:3:forces:R:3:mulliken_charge:R:1 method="wB97M-V/def2-TZVPD" e_homo_ev=-8.06 lumo_ev=0.516 smiles=COCCCCC[PH](C)(S)CCCNCc1ccccc1O.COCCOC.COCCOC.COCCOC.COCCOC.COCCOC total_energy_ev=-85868.77115
C 0.54473 4.88784 3.65754 -0.005 -0.255 0.885 -0.659
O -0.48439 4.11716 2.97191 0.220 1.457 -0.667 -0.310
C -1.01207 4.88082 1.85224 -0.955 0.122 -0.186 -0.588
C -2.34098 4.20983 1.21847 0.729 0.081 0.151 -0.305
C -2.00855 2.90903 0.31009 0.162 0.310 0.357 0.223
C -2.71398 1.56600 0.84814 -0.923 0.226 0.248 -0.391
C -3.48457 0.71612 -0.27846 -0.329 1.012 -0.342 -1.007
P -2.36458 -0.59058 -1.14040 -1.669 -0.789 0.579 1.045
C -3.16411 -1.54349 -2.57212 -0.871 0.059 -0.738 -1.190
S -1.84138 0.98985 -2.59580 1.194 1.209 -1.890 -0.056
C -2.76427 -1.93346 0.15171 0.194 -0.693 1.191 -1.419
C -2.28515 -3.41196 -0.24339 0.041 -0.376 1.309 -0.702
C -0.70087 -3.56817 -0.46156 -0.483 -1.336 0.592 -0.477
N -0.49190 -4.02759 -1.87953 1.085 -0.001 0.774 -0.297
C 0.95664 -4.23916 -2.18076 1.063 -0.120 -0.894 -0.959
C 1.81080 -2.89172 -2.18728 1.347 3.543 0.207 0.975
C 1.05424 -1.53167 -2.34272 2.791 0.207 0.548 -0.310
C 1.71765 -0.13860 -2.32813 2.121 -3.318 0.572 -0.298
C 3.25214 -0.05301 -2.14689 -2.489 -3.842 -0.226 -0.804
C 4.03979 -1.39186 -2.03279 -2.585 0.137 -0.247 -0.344
C 3.35411 -2.80830 -2.05176 -2.309 2.634 -0.224 -0.156
O 4.10904 -4.05602 -1.95095 -1.125 2.461 -1.330 -0.566
H 1.54789 4.34248 3.54283 -1.355 0.992 0.124 0.203
H 0.60352 5.97788 3.30884 -0.001 -1.621 0.245 0.324
H 0.25700 4.92257 4.77387 0.551 -0.138 -1.648 0.212
H -1.32846 5.90250 2.25753 0.518 -1.116 -0.665 0.431
H -0.18888 5.00527 1.05821 -1.228 -0.102 0.967 0.300
H -3.06948 3.95867 2.07143 1.135 0.335 -1.181 -0.054
H -2.84437 5.02500 0.57813 0.801 -1.224 0.943 0.369
H -0.87430 2.79039 0.30832 -1.479 0.027 -0.113 0.240
H -2.32026 3.14693 -0.76400 0.379 -0.571 1.486 -0.281
H -3.52491 1.91476 1.59771 1.254 -0.687 -1.111 0.188
H -2.02077 0.87257 1.43014 -0.708 1.113 -0.730 0.246
H -3.83739 1.46220 -1.08659 0.512 -1.241 1.198 0.631
H -4.43477 0.22334 0.14373 1.643 0.497 -0.550 0.242
H -0.96768 -0.60433 -0.79658 -0.689 -0.143 -0.044 -0.239
H -3.96429 -2.26419 -2.17832 1.318 0.834 -0.592 0.359
H -2.36895 -2.07886 -3.19092 -0.994 0.508 1.005 0.216
H -3.66462 -0.78618 -3.28606 0.851 -1.165 1.319 0.449
H -1.14587 0.37872 -3.64423 -0.618 0.248 1.023 0.101
H -2.17674 -1.64809 1.11118 -0.863 -0.412 -1.374 0.326
H -3.87510 -1.89012 0.47122 1.650 -0.353 -0.716 0.300
H -2.81461 -3.86748 -1.14610 0.661 0.891 1.125 0.325
H -2.55827 -4.09245 0.65308 0.340 1.032 -1.425 0.364
H -0.33886 -4.44357 0.20906 -0.427 1.509 -0.642 0.483
H -0.08113 -2.65712 -0.17232 -0.937 -1.112 -0.714 0.306
H -0.92463 -4.97357 -1.90847 0.360 1.013 -0.199 0.293
H 1.45666 -5.02348 -1.49692 -0.579 1.285 -0.799 0.345
H 1.00740 -4.67480 -3.25223 -0.035 0.629 1.613 0.308
H -0.07563 -1.59462 -2.45943 1.805 0.055 0.059 0.182
H 1.07582 0.79993 -2.41860 0.953 -1.543 0.126 0.327
H 3.71970 0.98118 -2.10638 -0.352 -1.770 -0.053 0.383
H 5.17292 -1.30862 -1.93030 -1.766 -0.402 -0.121 0.375
H 4.26230 -4.27646 -2.90066 0.023 -0.022 1.054 0.323
C 1.62878 -0.67982 -8.93348 0.217 0.013 0.046 -0.682
O 2.39259 0.05584 -7.98751 -0.412 -0.065 -0.086 -0.416
C 1.59982 1.00180 -7.27193 0.490 -0.159 0.315 -0.704
C 1.28165 0.50563 -5.86615 -0.459 0.144 -0.246 -0.026
O 0.39843 -0.61484 -5.90188 0.302 -0.073 0.019 -0.373
C 1.07412 -1.84476 -5.66913 -0.080 -0.042 -0.035 -0.358
H 2.24827 -1.49583 -9.31053 0.034 0.119 0.062 0.249
H 0.72921 -1.10524 -8.48191 -0.020 0.046 -0.004 0.270
H 1.35278 -0.03393 -9.77305 -0.106 -0.049 -0.034 0.331
H 0.68222 1.24022 -7.82019 -0.014 -0.090 0.059 0.397
H 2.19414 1.91825 -7.19445 -0.043 0.024 0.032 0.324
H 0.76327 1.30199 -5.32164 0.037 0.058 0.003 0.195
H 2.19904 0.26499 -5.31788 -0.022 -0.026 -0.109 0.230
H 1.37565 -1.90897 -4.62077 0.113 -0.072 -0.199 -0.073
H 1.95106 -1.95275 -6.31393 -0.009 0.046 -0.009 0.380
H 0.38177 -2.66152 -5.88556 -0.057 0.135 0.002 0.278
C 5.76799 -2.43104 4.79759 -0.210 -0.055 0.013 -0.585
O 4.78813 -1.63037 4.14896 0.411 -0.006 -0.052 -0.336
C 5.36461 -0.51926 3.46537 -0.569 -0.145 -0.196 -0.653
C 5.42195 -0.76491 1.96194 0.525 0.054 0.175 -0.322
O 6.35722 -1.79352 1.64224 -0.346 -0.042 0.113 -0.402
C 5.71931 -3.02745 1.34018 0.143 0.017 -0.062 -0.244
H 5.28583 -3.34723 5.14322 -0.034 0.144 0.010 0.081
H 6.58206 -2.70018 4.12006 0.017 0.061 0.002 0.356
H 6.16806 -1.89814 5.66591 0.106 -0.060 0.011 0.316
H 6.35810 -0.28593 3.86234 -0.001 -0.081 -0.081 0.345
H 4.71477 0.34120 3.65583 0.038 0.032 -0.034 0.381
H 5.77308 0.14797 1.47014 -0.046 0.033 0.017 0.360
H 4.42836 -1.00044 1.56478 0.036 -0.028 0.096 0.268
H 5.21750 -2.95794 0.37088 -0.099 -0.114 0.024 -0.132
H 4.99827 -3.30810 2.11292 -0.015 0.035 -0.032 0.267
H 6.48775 -3.80086 1.28305 0.002 0.135 -0.015 0.295
C 3.40642 -5.14112 6.59151 0.203 0.008 0.008 -0.853
O 4.17790 -4.41224 7.53795 -0.412 -0.084 -0.053 -0.357
C 3.39325 -3.45714 8.24995 0.520 -0.113 0.279 -0.425
C 3.06755 -3.94798 9.65589 -0.494 0.089 -0.287 -0.607
O 2.17373 -5.05932 9.62079 0.391 -0.086 -0.020 -0.367
C 2.83700 -6.29335 9.85630 -0.175 0.034 -0.039 -0.683
H 4.01629 -5.96494 6.21546 0.044 0.116 0.071 0.245
H 2.50156 -5.55552 7.04254 -0.016 0.049 -0.009 0.412
H 3.13892 -4.49259 5.75113 -0.116 -0.043 -0.030 0.337
H 2.47964 -3.21038 7.69947 0.003 -0.083 0.071 0.358
H 3.99645 -2.54670 8.32709 -0.054 0.022 0.017 0.370
H 2.55642 -3.14618 10.19801 0.043 0.027 -0.009 0.377
H 3.98179 -4.19674 10.20592 -0.012 -0.017 -0.123 0.337
H 3.13728 -6.36019 10.90617 0.099 -0.074 0.004 0.325
H 3.71334 -6.40957 9.21282 0.007 0.030 0.046 0.287
H 2.13744 -7.10303 9.64002 -0.022 0.139 0.035 0.240
C -6.62046 2.88680 3.59756 -0.168 0.123 0.020 -0.668
O -7.53813 3.29989 2.59349 0.332 -0.293 -0.014 -0.408
C -7.08842 2.96702 1.28178 -0.613 0.126 0.039 0.207
C -7.82645 1.74981 0.73666 0.575 -0.117 0.002 -0.647
O -7.47082 0.56747 1.45199 -0.264 0.210 0.127 -0.289
C -8.47603 0.17131 2.37481 0.151 -0.086 -0.016 -0.807
H -7.10200 3.00818 4.56965 -0.023 0.057 -0.128 0.261
H -6.33667 1.83827 3.47779 0.035 0.014 -0.034 0.287
H -5.72705 3.51873 3.56887 0.085 -0.075 0.037 0.291
H -6.00482 2.80738 1.26640 -0.041 -0.092 0.013 -0.249
H -7.31130 3.82792 0.64316 0.036 -0.038 -0.045 0.372
H -7.52555 1.59383 -0.30423 -0.019 0.047 -0.014 0.393
H -8.91026 1.90824 0.75371 0.081 0.045 0.088 0.385
H -9.34313 -0.22069 1.83517 -0.094 0.021 0.070 0.319
H -8.78396 1.00114 3.01666 -0.019 -0.002 -0.054 0.350
H -8.06756 -0.62160 3.00424 0.038 0.048 -0.131 0.228
C 0.57848 6.98840 -4.05617 -0.136 0.133 -0.089 -0.664
O -0.09718 6.91665 -5.30450 0.242 -0.285 0.222 -0.385
C 0.33302 5.80523 -6.08810 -0.550 0.225 -0.187 -0.569
C -0.68752 4.67355 -6.04857 0.485 -0.219 0.269 -0.491
O -0.75159 4.08184 -4.75274 -0.185 0.327 -0.100 -0.127
C -1.89636 4.50215 -4.02238 0.093 -0.083 0.092 -0.688
H 0.08130 7.74232 -3.44282 -0.001 -0.021 -0.140 0.247
H 0.54886 6.03315 -3.52622 0.033 -0.017 -0.030 0.245
H 1.61783 7.29448 -4.21185 0.053 -0.054 0.089 0.330
H 1.31901 5.45483 -5.76539 -0.086 -0.050 0.056 0.311
H 0.42272 6.16124 -7.11961 0.024 -0.052 -0.008 0.392
H -0.36794 3.88814 -6.74126 -0.001 0.025 -0.057 0.262
H -1.67457 5.02420 -6.36938 0.084 0.070 0.054 0.382
H -2.79635 4.05153 -4.45076 -0.078 0.046 0.051 0.330
H -1.99425 5.59150 -4.01694 0.007 -0.008 -0.078 0.432
H -1.78919 4.15770 -2.99218 0.063 -0.102 -0.148 -0.024